Entry from OMol25: C40H60BBr42F3N3O6 as an isolated structure at a distorted geometry (wB97M-V/def2-TZVPD).

The geometry in XYZ format:
```
155
Properties=species:S:1:pos:R:3:lowdin_charge:R:1
C -0.3457 5.5306 -3.3915 -0.13
C 0.1346 4.4615 -2.2246 -0.25
N -0.0635 3.0094 -2.5986 -0.02
C 1.1371 2.1479 -2.1780 -0.02
C 1.1444 1.5181 -0.6294 0.01
C -0.1090 1.8518 0.3724 -0.11
C -1.5076 1.0359 0.0016 -0.18
O -2.5965 2.0118 0.1178 -0.19
C -3.7397 1.5132 0.8895 -0.22
C -4.1275 2.7351 1.9642 -0.24
F -3.0066 3.0656 2.8878 -0.03
F -4.7206 3.9219 1.3066 -0.03
F -5.2084 2.1429 2.8329 -0.08
C 2.4356 0.5801 -0.1521 0.05
C 2.5293 -0.1308 1.3590 -0.11
C 2.7606 -1.7303 1.0842 -0.15
C 1.9804 -2.7351 2.1184 -0.38
C 0.4090 -2.3627 2.3997 -0.13
C 2.8096 -2.9796 3.5502 -0.12
C 3.6480 0.3896 -1.2886 -0.01
O 4.8478 -0.4045 -0.9830 0.03
B 5.8802 0.3803 -0.2784 -0.49
O 5.8566 0.7406 1.1696 0.02
O 7.1066 0.8394 -1.0220 0.05
C 3.5449 1.0896 -2.8042 0.06
C 4.8152 0.8500 -3.8143 -0.09
C 4.5739 -0.2895 -4.9704 -0.20
N 3.4719 -1.2787 -4.6587 -0.12
C 3.4375 -2.2000 -5.8962 -0.21
C 1.9080 -2.2813 -6.4881 -0.11
C 3.8926 -2.2471 -3.5331 -0.28
C 2.6133 -3.0460 -2.8118 -0.09
O 5.1753 -2.4657 -3.1914 -0.02
N 2.2941 1.9135 -3.1717 0.00
C 2.1247 2.5413 -4.5444 -0.13
C 0.9869 1.6195 -5.3421 -0.17
C 1.3038 1.4404 -6.9436 -0.16
C 0.0498 0.5755 -7.5987 -0.24
O -0.8384 -0.0241 -6.5586 -0.19
H -0.0551 6.6479 -3.0924 0.03
H -1.5272 5.4532 -3.5047 0.10
H 0.1783 5.3492 -4.4392 0.07
H -0.4577 4.7235 -1.2251 0.09
H 1.2737 4.6638 -2.0245 0.13
H -0.9569 2.6166 -2.2298 0.11
H -0.3685 3.0051 0.2056 0.12
H 0.1529 1.7662 1.5265 0.13
H -1.3808 0.7043 -1.1381 0.13
H -1.6456 0.0461 0.6075 0.12
H -4.6596 1.4251 0.1714 0.12
H -3.5335 0.5732 1.5530 0.01
H 3.4258 0.2755 1.9978 0.12
H 1.5472 0.1412 1.9340 0.10
H 2.4673 -1.9528 -0.0266 0.09
H 3.9316 -1.9287 1.2044 0.14
H 1.9774 -3.8089 1.5967 0.05
H -0.1156 -1.7967 1.4948 0.08
H 0.4012 -1.5817 3.3000 0.04
H -0.2033 -3.3135 2.7194 0.05
H 2.6846 -2.0907 4.3031 0.08
H 3.9348 -3.2140 3.2658 0.09
H 2.3776 -4.0096 3.9689 0.00
H 5.2594 1.5413 1.3288 0.02
H 6.8865 1.8070 -1.2612 0.13
H 5.0000 1.8780 -4.3852 0.13
H 5.8281 0.5925 -3.2831 0.13
H 4.2772 0.2466 -5.9856 0.12
H 5.6156 -0.8104 -5.1807 0.15
H 3.7752 -3.2944 -5.5669 0.14
H 4.2408 -1.8398 -6.6783 0.13
H 1.8985 -1.7178 -7.5144 0.07
H 1.1831 -1.8458 -5.6781 0.06
H 1.6758 -3.4285 -6.6906 0.08
H 2.9404 -4.0618 -2.3166 0.06
H 1.8985 -3.3356 -3.7222 0.05
H 1.9774 -2.3535 -2.1153 0.06
H 3.0968 2.5690 -5.1947 0.12
H 1.7344 3.6550 -4.4739 0.12
H 1.0138 0.5536 -4.8113 0.12
H -0.0759 2.1374 -5.2263 0.13
H 2.3251 0.8683 -7.0292 0.09
H 1.2901 2.4852 -7.4948 0.13
H -0.6586 1.2721 -8.2548 0.13
H 0.4035 -0.3188 -8.2699 0.09
H -0.6654 -1.0165 -6.4864 0.06
C -1.2433 7.6680 0.1969 -1.59
Br -1.3125 8.5402 -1.5405 0.60
Br -1.2361 8.9568 1.6540 0.57
Br -2.6599 6.3508 0.4026 0.58
H -0.2932 7.1259 0.2448 -0.03
C -1.3520 -3.9286 6.2338 -1.56
Br -2.1643 -4.6054 4.6010 0.54
Br -0.1798 -5.2441 7.0583 0.56
Br -0.4448 -2.2328 5.9420 0.59
H -2.1662 -3.7382 6.9408 -0.02
C -4.6009 -2.4811 0.2931 -1.53
Br -3.7969 -3.7886 1.4882 0.53
Br -5.0330 -0.8250 1.2175 0.79
Br -3.5014 -2.1662 -1.2804 0.58
H -5.5464 -2.9076 -0.0577 -0.07
C 4.7802 -6.4280 5.1040 -1.57
Br 3.1883 -5.5583 5.8066 0.60
Br 5.2383 -8.0255 6.1151 0.59
Br 4.6234 -6.7963 3.2004 0.53
H 5.6096 -5.7235 5.2261 -0.09
C -7.3216 -3.2141 3.4660 -1.57
Br -9.1081 -3.3223 4.2281 0.61
Br -5.9731 -3.9152 4.6803 0.55
Br -7.2288 -4.0582 1.7159 0.60
H -7.0998 -2.1517 3.3208 -0.04
C 1.0776 -6.4854 -0.3741 -1.54
Br 2.5212 -6.5186 0.9295 0.55
Br -0.5164 -7.3826 0.2880 0.58
Br 0.6916 -4.6780 -0.9809 0.63
H 1.4224 -7.0490 -1.2473 -0.02
C 5.1660 4.8276 2.5991 -1.58
Br 4.3537 4.1507 0.9662 0.57
Br 6.3382 3.5121 3.4236 0.61
Br 6.0731 6.5234 2.3073 0.58
H 4.3518 5.0180 3.3061 -0.02
C 9.2073 -6.9254 5.7197 -1.60
Br 8.3838 -5.3203 4.9918 0.58
Br 10.1505 -7.9385 4.3529 0.57
Br 10.3499 -6.5260 7.2424 0.57
H 8.3959 -7.5624 6.0871 -0.06
C -1.5879 -2.7439 -10.0657 -1.58
Br -0.0109 -2.4132 -11.1555 0.56
Br -1.1614 -3.7668 -8.4669 0.55
Br -2.5327 -1.0974 -9.6410 0.59
H -2.2682 -3.3573 -10.6657 -0.02
C -2.4329 -5.0223 -3.7876 -1.60
Br -0.9500 -3.9031 -4.3643 0.53
Br -4.1517 -4.2606 -4.2876 0.55
Br -2.2433 -6.8542 -4.4136 0.58
H -2.4032 -5.0535 -2.6935 -0.04
C -2.4066 2.9247 6.4111 -1.61
Br -3.2814 1.6471 7.5887 0.57
Br -2.5668 4.7468 7.0732 0.56
Br -0.5546 2.4403 6.0655 0.54
H -2.9318 2.8860 5.4510 -0.07
C -5.4159 6.4859 4.9738 -1.57
Br -3.9329 7.6051 4.3971 0.53
Br -7.1346 7.2475 4.4738 0.56
Br -5.2263 4.6539 4.3478 0.67
H -5.3861 6.4546 6.0679 -0.03
C -11.4324 -2.7097 7.1999 -1.63
Br -9.9888 -2.7429 8.5034 0.55
Br -13.0263 -3.6069 7.8620 0.56
Br -11.8184 -0.9023 6.5931 0.55
H -11.0876 -3.2733 6.3267 -0.09
C -8.1134 11.2181 5.8292 -1.61
Br -6.5364 11.5489 4.7394 0.54
Br -7.6869 10.1953 7.4280 0.54
Br -9.0582 12.8647 6.2539 0.56
H -8.7937 10.6048 5.2292 -0.03
```

Summary:
Relative energy (zero: lowest compared OMol25 entry of this formula, charge and spin), kcal per mole: 396.84
Strongest force on any atom, eV Å⁻¹: 8.5
LUMO energy, Eh: -0.14153
Net charge: +1